[1]
Here is a structure of composition C14H22AsEuN2OS at a distorted geometry from OMol25. Energies are from ωB97M-V/def2-TZVPD.

Geometry as ORCA input:
```
! wB97M-V def2-TZVPD RIJCOSX def2/J DEFGRID3
* xyz 0 7
Eu 0.08 0.66 0.61
As -1.08 2.53 -1.30
S 1.25 1.71 2.75
O -0.34 0.97 -1.36
N 2.50 0.25 -0.11
N -2.77 -0.59 2.72
C 1.60 -2.05 -0.28
C 0.50 -1.80 0.56
C 1.37 -4.42 0.12
C 0.20 3.76 1.29
C 0.05 2.90 2.31
C 2.29 -0.92 -1.00
C 3.56 -0.09 0.85
C -2.83 2.02 -0.47
C 2.92 1.41 -0.90
C -2.01 0.02 2.11
C -1.77 2.78 -3.16
C 2.02 -3.36 -0.49
C 0.30 -4.18 0.96
C -0.13 -2.87 1.18
H -0.78 2.99 3.00
H -3.03 0.98 -0.75
H 3.84 1.22 -1.46
H 2.87 -3.55 -1.14
H 4.50 -0.32 0.33
H 1.12 3.80 0.71
H 1.65 -0.60 -1.84
H -0.21 -4.99 1.44
H -0.96 -2.72 1.86
H -2.83 2.13 0.62
H 3.25 -1.26 -1.41
H 3.26 -0.96 1.44
H 1.70 -5.43 -0.07
H 2.13 1.68 -1.62
H 3.73 0.75 1.53
H -3.41 -1.14 3.27
H 3.09 2.26 -0.23
H -0.94 2.96 -3.84
H -3.63 2.64 -0.87
H -2.44 3.63 -3.18
H -0.50 4.57 1.14
H -2.29 1.87 -3.47
*
```

Results
**Frontier orbital gap (spin up / spin down)**: 0.265 / 0.287 hartree
**LUMO (spin up / spin down)**: -0.00776 / 0.01233 Eh
**Energy relative to the best compared isomer or geometry (same formula, charge and spin)**: 12.8 kcal per mole
**Expectation value of S²**: 12.02

---

[2]
Here is a structure of composition C26H36MnN6SSi from OMol25. Energies are from ωB97M-V/def2-TZVPD.

Geometry as ORCA input:
```
! wB97M-V def2-TZVPD RIJCOSX def2/J DEFGRID3
* xyz 2 4
Mn -1.11 -0.35 0.87
S -0.08 -1.40 -1.12
Si 2.11 -2.33 -1.46
N -1.39 1.46 0.21
N -1.93 -0.07 5.37
N -0.87 3.49 -0.88
N -1.66 -2.58 0.89
N -1.65 -0.08 2.83
N 0.77 1.90 -0.49
C -0.78 -0.89 5.02
C 0.06 4.29 -1.68
C 2.32 0.26 -4.68
C 3.78 -0.30 -2.39
C 1.73 -5.03 -0.94
C -2.81 1.85 0.21
C -0.92 -2.32 0.02
C 1.82 2.63 -1.20
C -0.50 -0.78 3.50
C -2.97 3.34 0.38
C -2.24 4.02 -0.75
C 1.24 -5.73 -3.59
C 1.22 -6.69 -2.59
C 1.48 4.10 -1.19
C 1.88 -0.72 -3.81
C 3.50 0.94 -4.42
C -1.72 1.29 4.90
C 1.75 -4.04 -1.94
C -2.93 -0.74 3.22
C -0.52 2.29 -0.39
C -1.66 1.32 3.35
C 2.61 -1.02 -2.65
C -3.13 -0.62 4.75
C 4.23 0.67 -3.27
C 1.51 -4.41 -3.27
C 1.46 -6.35 -1.26
H -0.24 5.33 -1.59
H 0.09 -0.57 5.59
H 4.37 -0.52 -1.50
H -2.15 5.09 -0.58
H 0.40 -0.18 3.31
H 2.17 4.65 -1.83
H -2.77 3.88 -1.70
H 1.90 2.26 -2.23
H 1.58 4.50 -0.18
H 2.76 2.43 -0.69
H -2.89 -1.77 2.89
H -0.79 1.68 5.33
H 5.15 1.20 -3.07
H 1.02 -7.73 -2.84
H 1.76 0.47 -5.58
H -3.27 1.53 -0.73
H -1.00 -1.92 5.30
H 0.97 0.97 -0.17
H -2.55 3.66 1.34
H -0.38 -1.76 3.05
H 3.85 1.69 -5.11
H -3.73 -0.24 2.67
H 1.46 -7.10 -0.49
H -3.97 0.02 5.00
H -0.03 4.01 -2.73
H 1.93 -4.76 0.09
H -3.33 -1.60 5.19
H 1.54 -3.67 -4.06
H 2.69 -2.17 -0.12
H 1.07 -6.02 -4.62
H 0.96 -1.26 -4.04
H -0.76 1.83 2.98
H -2.53 1.83 2.93
H -4.02 3.62 0.36
H -2.54 1.92 5.26
H -3.32 1.30 1.00
*
```

Results
**Frontier orbital gap (spin up / spin down)**: 0.266 / 0.287 hartree
**LUMO (spin up / spin down)**: -0.23724 / -0.21715 Eh
**Energy relative to the best compared isomer or geometry (same formula, charge and spin)**: 0.0 kcal per mole
**Expectation value of S²**: 3.79

---

[3]
Here is the molecule C9H13NO at a distorted geometry from OMol25. Energies are from ωB97M-V/def2-TZVPD.

Geometry as ORCA input:
```
! wB97M-V def2-TZVPD RIJCOSX def2/J DEFGRID3
* xyz 0 3
O 0.99 1.34 -2.85
N 1.19 0.41 -0.78
C 0.51 0.47 1.59
C 0.99 -1.93 0.38
C -0.96 0.49 -1.64
C 0.43 -0.23 0.23
C -0.60 1.51 1.50
C 0.50 0.81 -1.87
C 1.57 -2.53 -0.63
C -1.04 -0.14 -0.24
C -1.73 0.74 0.82
H -2.23 0.10 1.55
H 0.29 -0.23 2.39
H 1.50 0.90 1.76
H -0.28 2.35 0.87
H -0.89 1.90 2.47
H -1.55 1.40 -1.73
H -1.30 -0.19 -2.42
H -2.48 1.40 0.38
H 1.74 -2.03 -1.57
H 2.19 0.49 -0.71
H -1.51 -1.12 -0.29
H 1.90 -3.56 -0.57
H 0.77 -2.37 1.34
*
```

Results
**Frontier orbital gap (spin up / spin down)**: 0.230 / 0.253 hartree
**LUMO (spin up / spin down)**: 0.03090 / -0.09024 Eh
**Energy relative to the best compared isomer or geometry (same formula, charge and spin)**: 0.0 kcal per mole
**Expectation value of S²**: 2.01

---

[4]
Here is a structure of composition BCd2H38O21P at a distorted geometry from OMol25. Energies are from ωB97M-V/def2-TZVPD.

Geometry as ORCA input:
```
! wB97M-V def2-TZVPD RIJCOSX def2/J DEFGRID3
* xyz 0 1
Cd -20.70 -7.81 -11.88
Cd -17.95 -6.23 -15.81
P -19.21 -6.75 -13.68
O -17.79 -6.05 -13.93
O -18.39 -11.61 -12.41
O -17.07 -9.42 -13.03
O -20.26 -6.13 -12.72
O -16.31 -6.41 -11.86
O -19.24 -8.11 -13.11
O -18.32 -6.58 -17.76
O -21.80 -4.92 -15.57
O -22.51 -7.18 -10.98
O -21.55 -8.14 -16.24
O -16.70 -3.50 -13.50
O -18.74 -4.54 -11.38
O -21.64 -4.05 -12.81
O -16.92 -8.28 -15.80
O -19.73 -7.29 -10.16
O -19.76 -10.24 -14.37
O -19.71 -6.70 -15.15
O -22.23 -8.07 -13.46
O -19.34 -2.74 -14.14
O -18.53 -4.31 -16.24
O -15.98 -5.56 -16.13
B -21.04 -9.88 -10.80
H -19.03 -11.91 -11.76
H -18.51 -2.86 -13.69
H -15.78 -3.61 -13.74
H -19.89 -3.46 -13.82
H -17.89 -8.93 -12.97
H -19.43 -9.42 -14.00
H -21.02 -4.78 -12.69
H -21.06 -5.50 -15.37
H -18.54 -4.05 -17.16
H -23.28 -7.51 -10.51
H -19.04 -3.63 -15.80
H -21.13 -9.24 -9.94
H -22.55 -5.52 -15.67
H -15.46 -6.67 -12.20
H -19.32 -5.20 -11.75
H -16.91 -6.51 -12.60
H -17.30 -10.30 -12.71
H -22.02 -7.98 -14.39
H -22.97 -8.68 -13.44
H -21.03 -8.78 -16.71
H -18.78 -7.22 -10.21
H -19.94 -7.13 -9.24
H -15.52 -4.98 -15.52
H -16.56 -8.92 -16.41
H -21.76 -9.64 -11.58
H -19.75 -10.09 -15.32
H -18.91 -11.08 -13.02
H -16.58 -8.54 -14.94
H -21.14 -10.89 -10.44
H -22.51 -6.24 -10.79
H -17.07 -4.39 -13.55
H -22.21 -4.34 -13.52
H -20.05 -9.73 -11.21
H -19.21 -6.29 -17.96
H -17.89 -4.72 -11.78
H -18.21 -7.38 -18.27
H -20.91 -7.64 -15.73
H -15.38 -5.65 -16.87
*
```

Results
**Frontier orbital gap**: 0.279 hartree
**LUMO**: -0.04602 Eh

---

[5]
Here is a structure of composition C35H30Br42F9IN2OS at a distorted geometry from OMol25. Energies are from ωB97M-V/def2-TZVPD.

Geometry as ORCA input:
```
! wB97M-V def2-TZVPD RIJCOSX def2/J DEFGRID3
* xyz 0 1
I -6.41 0.59 3.30
Br 8.32 3.45 1.17
Br -0.01 -2.19 -9.07
Br 2.13 -2.74 6.73
Br 5.09 -3.49 5.76
Br 4.97 -5.74 -9.62
Br 3.11 -1.79 -4.89
Br -5.34 -6.11 -2.03
Br -6.41 4.83 7.99
Br 3.72 6.48 -4.84
Br -9.16 0.76 8.69
Br 10.90 -2.23 -4.22
Br 7.26 9.40 -0.86
Br 1.99 0.32 -9.06
Br 3.42 0.44 -1.74
Br 5.08 -4.20 -12.43
Br -5.90 -5.60 -5.15
Br 8.22 2.38 -1.85
Br 1.00 6.27 3.49
Br 3.68 6.51 -1.63
Br 8.80 0.18 -4.49
Br 5.02 2.56 -3.57
Br -3.66 1.44 11.28
Br 5.51 2.70 -0.18
Br 3.89 -2.73 -9.84
Br -3.41 3.91 7.34
Br -8.96 0.79 5.49
Br -5.76 3.29 5.26
Br -6.31 0.41 7.27
Br 3.02 -2.16 3.70
Br -0.31 0.09 -6.84
Br 1.85 2.84 -3.18
Br 2.49 3.48 2.95
Br -7.22 -8.12 -3.67
Br 11.92 0.81 -4.13
Br 3.28 -4.52 -6.52
Br 10.17 8.60 -1.92
Br 2.83 -4.59 -3.34
Br -3.92 -1.74 11.62
Br 6.43 6.03 -3.20
Br 8.03 9.89 -3.92
Br -0.53 3.81 2.12
Br -3.17 -0.49 8.77
S -3.28 3.64 1.15
F -9.17 -2.30 -0.29
F -5.44 -2.44 3.33
F -6.85 -0.55 -0.16
F -7.65 -2.13 2.08
F -7.83 -3.70 -1.53
F -8.11 -1.60 -2.09
F -4.52 -3.62 1.68
F -5.64 -2.31 -1.00
F -6.85 -3.94 1.09
O -2.73 -2.43 0.03
N -2.30 2.61 0.25
N -4.37 2.69 1.99
C 4.13 -4.42 -10.76
C -4.74 0.19 1.98
C -5.17 -2.43 1.94
C 0.79 -2.56 -1.40
C -6.63 -2.56 1.25
C -8.07 1.22 7.16
C 7.29 3.38 -0.48
C 1.17 -1.30 -0.52
C -6.71 -1.93 -0.20
C 8.68 9.82 -2.10
C -4.37 -1.16 1.52
C 3.59 -2.28 5.55
C 0.22 -0.16 -0.27
C -0.15 -3.19 2.90
C 2.57 -1.29 0.03
C 2.17 0.96 1.10
C 4.70 6.90 -3.23
C -6.60 -6.30 -3.48
C 3.64 -3.65 -4.84
C 10.47 -0.41 -3.72
C 0.91 -0.88 -7.99
C -3.99 1.42 1.52
C 3.34 1.62 -3.28
C 0.83 4.35 3.37
C -1.77 -3.12 0.89
C 3.09 -0.17 0.85
C -5.10 4.51 6.60
C -3.17 -1.23 0.57
C -1.28 -2.32 2.15
C -4.13 -0.23 10.42
C -1.23 -0.19 -0.90
C 0.78 0.96 0.56
C -2.43 -0.03 0.12
C -2.81 1.35 0.57
C -8.01 -2.45 -1.00
H 2.54 1.87 1.70
H -7.92 2.29 7.18
H 4.12 -0.11 1.26
H 3.14 -4.79 -11.00
H -7.47 -5.69 -3.23
H -4.91 5.46 6.11
H -2.10 -2.20 2.91
H 3.18 0.99 -4.16
H -2.27 -4.08 1.23
H -0.61 -4.03 3.50
H -0.77 -1.35 1.90
H 0.32 -2.50 3.66
H 4.88 7.97 -3.24
H -0.11 -2.40 -2.04
H 3.94 -1.29 5.84
H -1.41 -1.08 -1.56
H 0.74 -3.48 -0.76
H 4.71 -3.68 -4.68
H 0.18 1.87 0.78
H 1.66 -2.73 -2.11
H -1.30 0.72 -1.58
H 9.04 10.81 -1.85
H 7.19 4.40 -0.83
H 0.65 -3.55 2.20
H -5.19 -0.17 10.17
H 3.29 -2.14 -0.14
H 10.35 -0.40 -2.64
H 0.52 4.00 4.35
H 1.60 -1.42 -7.34
H -0.93 -3.46 0.21
*
```

Results
**Frontier orbital gap**: 0.255 hartree
**LUMO**: -0.06133 Eh

---

[6]
Here is a structure of composition C44H42N5O4PSSe2Ti from OMol25. Energies are from ωB97M-V/def2-TZVPD.

Geometry as ORCA input:
```
! wB97M-V def2-TZVPD RIJCOSX def2/J DEFGRID3
* xyz -2 3
Se -1.54 -1.44 -1.10
Se -0.24 -1.94 2.56
Ti 0.88 -0.80 0.15
S 3.98 -0.81 2.00
P -1.10 2.11 -1.57
O -4.20 -4.41 1.63
O 4.95 0.20 2.36
O 4.36 -1.79 1.01
O -2.63 0.26 1.37
N 2.28 1.29 3.37
N 1.61 -2.69 -0.70
N 2.58 -0.20 1.53
N 2.34 -3.76 6.91
N 0.74 1.05 1.55
C 3.40 -1.83 5.86
C -5.08 2.30 -0.65
C 3.61 -1.08 -3.35
C -4.96 1.42 -2.87
C -0.32 3.08 -4.15
C 3.28 1.29 -3.23
C 2.40 -2.61 -1.79
C -1.72 4.92 -1.61
C 3.01 -2.97 3.37
C -0.29 6.56 -0.58
C 2.59 -5.02 -1.83
C 2.69 -1.26 -2.30
C -2.18 -2.35 2.60
C 2.78 -3.07 5.76
C 0.18 2.90 -5.43
C -0.31 0.71 -3.81
C -0.08 1.91 2.13
C -2.47 -2.72 0.07
C 0.29 4.23 -0.50
C -3.61 -0.74 1.21
C -3.58 1.55 -2.85
C 2.61 -3.65 4.50
C -3.70 2.42 -0.62
C 3.80 -1.15 4.73
C 1.30 -3.89 -0.18
C -3.09 -2.18 1.37
C 1.90 0.75 2.20
C 1.44 2.16 3.91
C 1.77 -5.08 -0.70
C -0.85 3.90 -1.23
C 0.57 5.55 -0.18
C 0.17 0.53 -5.10
C 0.23 2.52 3.34
C 2.06 -0.17 -1.66
C -1.44 6.24 -1.29
C -5.72 1.80 -1.77
C 3.89 0.19 -3.82
C -4.37 -3.00 1.65
C -0.56 1.99 -3.32
C 2.90 -3.79 -2.37
C 0.42 1.62 -5.91
C 2.41 1.10 -2.17
C -2.93 2.06 -1.73
C 3.60 -1.72 3.48
H 4.60 0.32 -4.64
H -1.76 -3.52 0.32
H -2.12 7.03 -1.60
H -0.08 7.59 -0.32
H -1.02 2.10 1.62
H -0.45 -0.15 -3.17
H 2.09 -3.11 7.65
H -3.26 -3.14 -0.56
H 4.24 -0.16 4.79
H -4.10 -0.65 0.23
H -5.14 -2.71 0.91
H 1.47 5.78 0.38
H 1.49 -6.02 -0.24
H 0.66 -3.84 0.69
H 2.11 -4.60 4.41
H 0.39 -0.48 -5.45
H 3.53 -3.73 -3.24
H -2.25 -3.40 2.89
H 0.83 1.48 -6.91
H 1.75 2.59 4.85
H -5.44 1.01 -3.75
H -4.76 -2.76 2.65
H -3.21 2.78 0.28
H -4.36 -0.54 1.99
H 3.50 2.29 -3.58
H -2.61 -1.76 3.42
H -1.91 0.02 0.75
H 0.96 3.44 -0.17
H 2.85 -3.39 2.38
H 3.54 -1.38 6.84
H 1.96 1.98 -1.72
H 1.55 -4.35 6.71
H -2.62 4.68 -2.16
H -0.45 3.21 3.81
H -3.59 -4.61 0.90
H -3.00 1.23 -3.71
H 0.38 3.76 -6.06
H -0.49 4.09 -3.79
H -6.79 1.69 -1.79
H -5.65 2.58 0.23
H 2.98 -5.92 -2.27
H 4.11 -1.93 -3.80
*
```

Results
**Frontier orbital gap (spin up / spin down)**: 0.156 / 0.205 hartree
**LUMO (spin up / spin down)**: 0.15237 / 0.15236 Eh
**Energy relative to the best compared isomer or geometry (same formula, charge and spin)**: 9.3 kcal per mole
**Expectation value of S²**: 2.01